No. 1
The following is a quantum chemistry calculation of 3 unconnected molecules or ions with the total composition C27H58ClN7O3P in a non-equilibrium geometry, from the OMol25 dataset.

Last column: Löwdin charge in e.
Geometry (Å):
C: 2.935 -2.706 0.964  -0.106
C: 2.195 -4.005 0.666  -0.231
C: 0.678 -4.030 0.936  -0.575
Cl: 0.164 -2.958 2.271  0.728
C: -0.180 -3.733 -0.253  -0.189
N: -1.078 -4.652 -0.738  0.211
C: -1.747 -4.164 -1.783  -0.243
C: -2.830 -4.956 -2.426  -0.090
C: -4.143 -4.848 -1.612  -0.171
C: -4.847 -3.499 -1.697  -0.215
C: -5.926 -3.313 -0.625  -0.205
C: -7.343 -3.554 -1.152  -0.297
N: -8.392 -3.528 -0.132  -0.006
N: -1.285 -2.927 -2.014  -0.006
P: -1.806 -1.672 -3.279  0.932
N: -0.497 -1.866 -4.356  -0.120
O: -3.022 -2.354 -4.084  -0.263
C: -0.299 -2.652 -1.045  -0.239
N: 0.449 -1.487 -0.877  0.099
C: 1.156 -1.013 -2.069  -0.446
C: 0.904 0.371 -2.578  0.006
O: 1.897 -1.800 -2.600  0.112
C: -0.101 -0.456 -0.027  -0.456
C: -1.535 -0.535 0.399  0.015
O: 0.643 0.423 0.306  0.113
H: 2.570 -1.866 0.377  0.053
H: 3.986 -2.839 0.716  0.085
H: 2.863 -2.440 2.015  0.062
H: 2.624 -4.761 1.324  0.113
H: 2.366 -4.307 -0.367  0.119
H: 0.414 -5.037 1.257  0.102
H: -1.220 -5.573 -0.352  0.190
H: -2.973 -4.685 -3.462  0.102
H: -2.517 -5.999 -2.373  0.130
H: -3.871 -5.006 -0.565  0.112
H: -4.793 -5.668 -1.915  0.126
H: -4.095 -2.712 -1.578  0.084
H: -5.257 -3.353 -2.698  0.116
H: -5.729 -3.939 0.249  0.109
H: -5.889 -2.277 -0.282  0.110
H: -7.396 -4.510 -1.674  0.112
H: -7.572 -2.744 -1.845  0.115
H: -8.149 -4.157 0.626  0.064
H: -8.411 -2.604 0.288  0.066
H: -0.819 -2.137 -5.282  0.058
H: 0.159 -2.589 -4.069  0.050
H: -2.770 -3.072 -4.680  0.068
H: 1.307 0.446 -3.580  0.101
H: 1.402 1.080 -1.919  0.073
H: -0.155 0.630 -2.546  0.073
H: -2.185 -0.105 -0.364  0.091
H: -1.858 -1.543 0.647  0.065
H: -1.628 0.071 1.297  0.086
C: -1.543 5.994 4.350  -0.088
C: -0.961 4.601 4.533  -0.272
N: -1.585 3.609 3.675  -0.200
C: -1.251 2.243 4.031  -0.251
C: 0.215 1.806 3.896  -0.079
C: -1.572 3.907 2.254  -0.246
C: -0.212 4.117 1.574  -0.078
H: -2.625 5.981 4.479  0.081
H: -1.119 6.670 5.093  0.075
H: -1.317 6.410 3.367  0.065
H: -1.128 4.288 5.567  0.119
H: 0.131 4.654 4.399  0.102
H: -1.883 1.574 3.437  0.098
H: -1.562 2.086 5.068  0.111
H: 0.507 1.670 2.855  0.039
H: 0.363 0.846 4.397  0.069
H: 0.896 2.519 4.359  0.069
H: -2.180 4.801 2.092  0.101
H: -2.112 3.106 1.740  0.107
H: 0.447 4.761 2.158  0.069
H: -0.355 4.597 0.603  0.072
H: 0.300 3.173 1.397  0.039
C: 6.621 1.423 -2.035  -0.090
C: 6.384 2.642 -1.156  -0.272
N: 5.136 3.323 -1.452  -0.200
C: 5.028 4.634 -0.836  -0.247
C: 4.986 4.714 0.695  -0.082
C: 3.947 2.496 -1.396  -0.253
C: 3.631 1.762 -0.084  -0.070
H: 6.554 1.688 -3.090  0.080
H: 7.618 1.022 -1.846  0.074
H: 5.906 0.623 -1.834  0.060
H: 7.193 3.356 -1.330  0.119
H: 6.463 2.336 -0.100  0.102
H: 4.142 5.128 -1.243  0.111
H: 5.879 5.225 -1.188  0.111
H: 4.027 4.391 1.097  0.052
H: 5.134 5.749 1.009  0.072
H: 5.774 4.119 1.157  0.067
H: 4.021 1.748 -2.192  0.097
H: 3.094 3.122 -1.676  0.113
H: 4.515 1.282 0.339  0.073
H: 2.893 0.984 -0.271  0.029
H: 3.208 2.426 0.669  0.059

Atomic forces in eV per Å
0.0 0.1 -0.2
0.1 0.2 0.5
0.0 -0.1 -0.4
0.0 0.0 0.2
0.2 -0.3 0.2
-0.1 -0.1 0.2
0.2 0.1 -0.2
-0.3 -0.1 0.4
0.2 0.2 0.0
0.3 0.0 0.0
-0.1 0.3 -0.3
-0.1 0.1 0.5
0.4 0.1 0.1
0.0 -0.2 -0.2
0.1 0.7 -0.1
-0.5 -1.0 0.1
0.1 -0.2 0.2
0.5 -0.3 0.1
-1.5 1.3 -1.0
0.9 -0.7 0.2
0.1 0.2 0.5
-0.4 0.1 0.0
0.5 -0.1 0.3
0.0 0.1 0.4
-0.3 0.1 -0.1
0.0 0.0 0.0
0.1 0.0 0.0
0.0 0.0 0.1
0.0 -0.2 -0.1
-0.1 -0.1 0.0
0.0 0.0 0.1
-0.1 0.0 0.0
0.0 -0.1 -0.1
0.1 0.0 -0.3
-0.1 -0.2 0.0
-0.1 0.0 0.0
0.0 0.0 0.0
-0.1 0.0 0.0
0.0 -0.1 0.0
0.0 0.0 0.2
0.0 0.0 -0.1
0.0 -0.2 -0.3
-0.1 -0.1 0.0
-0.2 0.0 0.0
0.1 0.4 -0.2
0.3 0.3 0.0
-0.1 0.0 -0.1
0.0 0.0 -0.1
0.1 0.1 -0.1
0.0 -0.1 -0.1
0.0 -0.1 -0.1
0.0 -0.1 -0.1
0.0 0.1 0.0
0.0 0.0 0.0
0.0 0.1 0.0
-0.1 -0.1 0.0
0.0 -0.1 0.1
0.0 -0.2 -0.1
0.0 0.2 -0.1
0.0 -0.1 -0.1
0.0 0.0 0.0
0.0 0.0 0.0
0.0 0.0 0.0
0.0 -0.1 0.0
0.0 0.0 0.0
0.0 0.0 -0.1
0.0 0.1 0.0
0.0 0.1 0.0
0.0 0.0 0.0
0.0 0.0 0.0
0.0 0.0 0.1
0.0 -0.1 0.1
0.0 0.0 0.0
0.0 0.0 0.0
0.1 0.0 0.0
0.0 0.0 0.0
0.0 -0.1 0.0
0.0 0.1 0.0
0.0 0.2 0.0
-0.1 0.0 0.0
-0.1 -0.2 -0.1
0.0 0.1 -0.1
0.0 0.0 0.0
0.0 0.0 0.0
0.0 0.0 0.0
0.0 0.1 0.0
0.0 0.0 0.0
0.0 -0.1 0.0
0.0 -0.1 0.0
0.0 -0.1 0.0
0.0 0.0 0.0
0.0 0.0 0.0
0.1 0.0 0.0
0.0 0.1 0.1
0.0 0.0 0.0
0.0 0.0 0.1
0.1 0.0 0.0

As for the spin multiplicity: 1. The net charge is +1. As for the highest occupied orbital energy: -9.55 eV. The LUMO energy comes out at -2.854 eV.

---

No. 2
The following is a quantum chemistry calculation of a molecular structure, C27H58HfNP3 in a non-equilibrium geometry, from the OMol25 dataset.

Last column: Löwdin charge in e.
Geometry (Å):
P: 5.194 -1.695 -1.128  0.963
P: 3.894 -4.216 1.573  0.829
C: 5.939 -2.766 0.186  -0.288
C: 5.307 -4.164 0.402  -0.356
H: 5.856 -2.151 1.096  0.085
H: 7.018 -2.875 -0.009  0.099
H: 4.959 -4.593 -0.550  0.080
H: 6.043 -4.867 0.809  0.087
C: 4.599 -4.112 3.259  -0.238
H: 3.772 -4.020 3.975  0.055
H: 5.248 -3.234 3.376  0.052
H: 5.174 -5.015 3.500  0.050
C: 3.039 -5.803 1.538  -0.250
H: 3.541 -6.523 2.199  0.047
H: 3.002 -6.209 0.518  0.050
H: 2.015 -5.639 1.899  0.041
C: 6.173 -0.201 -1.296  -0.179
H: 5.605 0.561 -1.837  0.074
H: 7.104 -0.369 -1.847  0.074
H: 6.445 0.220 -0.327  0.066
C: 5.048 -2.324 -2.826  -0.175
H: 4.551 -3.301 -2.867  0.055
H: 6.028 -2.425 -3.317  0.069
H: 4.454 -1.621 -3.431  0.066
Hf: -0.694 -0.221 -1.512  1.418
C: 0.841 -2.613 1.537  -0.118
C: 1.394 -2.030 2.627  -0.094
C: 2.829 -1.648 2.547  -0.252
C: 3.022 -0.259 1.901  -0.227
C: 3.809 -0.379 0.675  -0.204
C: 3.545 -1.302 -0.416  -0.469
C: 2.485 -2.434 -0.409  -0.244
C: 1.066 -2.043 0.097  -0.232
C: 0.079 1.674 -2.224  -0.297
H: -0.019 -3.291 1.590  0.091
H: 0.764 -1.524 3.383  0.127
H: 3.390 -2.388 1.892  -0.017
H: 3.272 -1.696 3.548  0.112
H: 2.076 0.282 1.737  0.098
H: 3.554 0.364 2.633  0.115
H: 4.316 0.527 0.333  0.081
H: 3.211 -0.717 -1.294  0.084
H: 2.801 -3.348 0.182  0.004
H: 2.418 -2.840 -1.435  0.099
H: 0.879 -0.929 0.097  0.041
H: 0.368 -2.570 -0.582  0.075
H: -0.395 2.137 -3.103  0.012
H: 1.100 1.415 -2.554  -0.014
H: 0.211 2.468 -1.476  0.002
C: -1.998 3.137 1.824  -0.070
C: -3.028 2.711 0.745  -0.590
C: -4.460 3.122 1.159  -0.070
C: -2.631 3.453 -0.536  -0.089
P: -3.016 0.817 0.463  1.033
N: -1.400 0.534 0.099  -0.343
C: -3.404 -0.079 2.091  -0.596
C: -4.903 0.018 2.481  -0.064
C: -2.993 -1.549 1.937  -0.087
C: -2.611 0.490 3.294  -0.074
C: -3.909 0.117 -1.028  -0.574
C: -5.175 -0.652 -0.627  -0.076
C: -4.319 1.213 -2.006  -0.084
C: -2.926 -0.854 -1.833  -0.144
H: -1.764 4.204 1.661  0.100
H: -1.069 2.559 1.716  0.076
H: -2.394 3.043 2.845  0.070
H: -4.556 4.214 1.035  0.106
H: -5.237 2.648 0.533  0.079
H: -4.666 2.898 2.216  0.074
H: -1.681 3.078 -0.936  0.047
H: -3.401 3.415 -1.313  0.066
H: -2.493 4.517 -0.284  0.104
H: -5.569 -0.460 1.759  0.057
H: -5.042 -0.503 3.441  0.107
H: -5.230 1.055 2.616  0.068
H: -1.924 -1.634 1.697  0.054
H: -3.159 -2.056 2.903  0.108
H: -3.572 -2.094 1.184  0.067
H: -1.544 0.609 3.064  0.082
H: -3.031 1.443 3.652  0.076
H: -2.703 -0.224 4.135  0.105
H: -5.947 0.003 -0.202  0.101
H: -5.628 -1.115 -1.516  0.107
H: -4.978 -1.479 0.059  0.066
H: -3.464 1.773 -2.392  0.072
H: -4.769 0.756 -2.898  0.111
H: -5.052 1.915 -1.594  0.096
H: -2.384 -0.309 -2.703  0.082
H: -2.281 -1.468 -1.098  0.073
H: -3.474 -1.647 -2.354  0.124

Atomic forces in eV per Å
-0.2 -0.9 1.1
0.0 -0.1 0.6
0.6 -0.3 -0.3
0.3 -0.9 0.0
-0.1 0.0 -0.4
-0.3 0.0 -0.1
0.1 0.0 0.2
0.3 0.2 -0.4
0.4 -0.5 0.0
0.2 0.0 -0.2
-0.2 -0.2 -0.1
0.0 0.2 0.1
0.5 -1.0 0.1
-0.3 -0.1 -0.3
-0.1 0.0 0.3
0.3 0.0 -0.1
0.3 0.5 0.1
-0.1 -0.1 0.0
-0.2 -0.3 0.0
-0.1 -0.2 0.0
0.2 -0.5 -0.2
0.1 0.2 0.1
-0.3 0.1 0.3
0.1 -0.1 0.4
2.9 1.9 3.0
-1.7 0.8 -0.6
0.1 0.4 -1.0
-0.2 1.4 -0.4
0.6 -0.1 1.1
0.8 0.4 -0.4
-0.5 0.5 -0.7
0.3 -0.5 -1.0
1.9 -1.8 0.6
0.1 0.4 -0.7
-0.4 0.9 0.3
0.4 -1.8 0.7
-1.1 1.3 1.1
-0.1 0.2 -0.1
-0.6 0.0 0.1
-0.1 0.1 -0.3
-0.2 -0.2 0.2
-0.9 0.7 -0.9
-0.5 1.5 -0.4
0.0 0.5 0.1
0.3 -0.4 0.2
-0.2 0.2 0.1
0.1 -0.1 0.1
0.0 -0.1 -0.1
-0.2 -0.4 -0.1
-0.1 -0.2 0.1
-1.0 -0.1 0.0
0.0 0.4 0.1
0.0 0.1 -0.4
3.4 0.7 1.3
-1.2 -1.1 -1.2
-0.7 0.0 0.2
-0.1 -0.1 0.0
0.2 -0.2 0.0
0.1 0.2 -0.1
-0.4 -0.4 -0.5
-0.3 -0.6 -0.4
0.0 0.2 -0.8
-1.1 -0.4 0.4
-0.1 -0.5 0.0
-0.2 0.2 0.1
0.3 0.0 -0.5
0.0 -0.4 0.1
0.2 0.2 0.3
0.1 0.1 -0.4
-0.3 0.1 0.1
0.3 0.1 0.2
-0.1 -0.4 -0.1
0.1 0.1 0.3
0.1 0.2 -0.3
0.1 -0.4 0.0
-0.2 0.0 0.1
0.0 0.2 -0.4
0.1 0.1 0.1
-0.3 0.0 0.1
0.2 -0.5 -0.2
0.0 0.2 -0.5
0.4 -0.1 -0.1
0.1 0.2 0.0
-0.1 0.3 -0.1
0.0 0.0 0.2
-0.1 -0.1 0.3
0.2 -0.2 0.0
-1.1 -0.6 0.7
-1.0 0.5 -0.8
-0.2 0.3 0.0

As for the spin multiplicity: 1. The net charge is +2. For the energy above the lowest of the compared OMol25 structures with the same formula, charge and spin, the calculation gives 42.3 kcal/mol. As for the highest occupied orbital energy (spin up / spin down): -9.78 / -9.78 eV. The LUMO energy (spin up / spin down) comes out at -6.588 / -6.588 eV.

---

No. 3
The following is a quantum chemistry calculation of 4 unconnected molecules or ions with the total composition C27H58N2O7, from the OMol25 dataset.

Last column: Löwdin charge in e.
Geometry (Å):
C: 0.799 4.628 -0.765  -0.062
C: 1.280 3.847 0.457  -0.256
O: 0.187 3.158 1.039  -0.132
C: 0.266 1.748 1.091  -0.188
C: -0.949 1.144 0.414  -0.119
N: -0.824 1.033 -1.063  -0.011
C: -0.464 -0.349 -1.448  -0.167
C: 1.037 -0.579 -1.480  -0.127
C: 1.716 0.132 -2.675  -0.348
C: 2.251 -0.897 -3.689  -0.066
C: 2.746 1.217 -2.319  -0.151
C: 3.854 0.887 -1.286  -0.177
C: 4.251 -0.557 -1.278  -0.103
C: 4.056 -1.377 -0.234  -0.343
C: 4.055 -2.881 -0.416  -0.059
C: 3.835 -0.875 1.170  -0.062
C: -2.098 1.298 -1.645  -0.534
O: -2.298 2.130 -2.480  0.158
O: -3.086 0.508 -1.146  -0.002
C: -3.977 -0.061 -2.115  -0.143
C: -4.384 -1.444 -1.659  -0.131
N: -3.355 -2.469 -1.939  -0.089
C: -2.925 -3.210 -0.739  -0.221
C: -1.470 -3.718 -0.872  -0.068
C: -3.825 -3.372 -2.960  -0.482
C: -3.156 -3.201 -4.292  0.015
O: -4.668 -4.206 -2.755  0.112
H: 0.769 3.988 -1.648  0.062
H: -0.206 4.999 -0.567  0.079
H: 1.467 5.465 -0.974  0.057
H: 2.074 3.163 0.145  0.096
H: 1.705 4.553 1.174  0.103
H: 0.221 1.425 2.139  0.110
H: 1.200 1.364 0.678  0.099
H: -1.200 0.178 0.865  0.124
H: -1.772 1.825 0.638  0.135
H: -0.849 -0.546 -2.455  0.131
H: -0.951 -1.071 -0.786  0.095
H: 1.202 -1.656 -1.582  0.108
H: 1.484 -0.296 -0.528  0.092
H: 0.912 0.661 -3.198  0.126
H: 2.811 -1.693 -3.204  0.054
H: 2.920 -0.396 -4.394  0.078
H: 1.425 -1.312 -4.270  0.076
H: 3.198 1.568 -3.249  0.108
H: 2.186 2.071 -1.923  0.088
H: 3.551 1.210 -0.291  0.077
H: 4.714 1.517 -1.547  0.112
H: 4.679 -0.987 -2.179  0.115
H: 3.361 -3.179 -1.202  0.064
H: 5.047 -3.236 -0.713  0.081
H: 3.779 -3.390 0.506  0.071
H: 4.356 -1.522 1.877  0.080
H: 4.253 0.126 1.284  0.072
H: 2.786 -0.817 1.479  0.064
H: -4.863 0.571 -2.216  0.130
H: -3.497 -0.104 -3.095  0.124
H: -4.614 -1.419 -0.593  0.131
H: -5.311 -1.687 -2.187  0.129
H: -2.996 -2.567 0.131  0.086
H: -3.565 -4.080 -0.571  0.107
H: -1.055 -3.402 -1.830  0.063
H: -1.414 -4.803 -0.802  0.069
H: -0.846 -3.289 -0.086  0.063
H: -2.960 -2.143 -4.468  0.075
H: -2.191 -3.709 -4.254  0.090
H: -3.770 -3.620 -5.085  0.084
C: -5.171 -4.240 3.787  -0.091
C: -4.024 -4.509 2.833  -0.312
O: -3.434 -3.303 2.348  -0.094
H: -5.937 -3.636 3.298  0.077
H: -5.624 -5.172 4.126  0.074
H: -4.824 -3.689 4.665  0.071
H: -4.375 -5.043 1.951  0.110
H: -3.259 -5.124 3.318  0.109
H: -3.100 -2.811 3.104  0.079
C: -0.350 -0.899 5.528  -0.092
C: 0.656 -1.571 4.612  -0.317
O: 1.155 -0.679 3.619  -0.096
H: -1.184 -0.501 4.949  0.072
H: -0.739 -1.603 6.266  0.073
H: 0.109 -0.065 6.063  0.073
H: 0.192 -2.392 4.068  0.108
H: 1.488 -1.979 5.196  0.109
H: 1.587 0.056 4.065  0.083
C: 2.203 8.489 1.179  -0.090
C: 3.313 7.513 1.523  -0.323
O: 3.567 6.595 0.464  -0.092
H: 1.286 7.950 0.940  0.073
H: 2.005 9.167 2.011  0.073
H: 2.473 9.089 0.307  0.073
H: 3.034 6.906 2.383  0.108
H: 4.232 8.053 1.775  0.107
H: 3.829 7.100 -0.312  0.081

Atomic forces in eV per Å
0.1 -0.2 0.1
-0.1 0.6 -0.6
0.4 -0.2 0.0
-0.3 -0.1 0.4
0.1 0.3 -0.2
-0.5 -0.3 0.5
0.3 -0.1 -0.2
0.1 0.1 -0.1
0.0 -0.2 -0.1
0.0 0.5 0.0
-0.3 0.1 0.3
0.5 0.2 -0.4
-0.1 -0.4 0.8
0.1 0.1 -0.2
0.5 0.2 -0.1
-0.2 0.3 -0.1
0.0 0.5 0.0
0.0 -0.2 -0.2
0.4 -0.6 -0.2
-0.4 0.3 0.0
0.0 0.0 -0.4
-0.1 0.1 0.5
0.5 -0.4 -0.1
-0.3 0.2 0.0
0.0 -0.1 -0.1
-0.2 0.2 0.0
0.1 0.0 0.0
-0.2 0.0 0.0
0.0 0.1 -0.1
0.0 0.0 0.0
0.0 -0.1 0.2
0.0 -0.1 0.2
0.1 0.1 0.0
0.0 0.1 -0.1
0.1 -0.1 -0.1
0.0 0.0 0.0
-0.1 0.0 0.0
-0.1 0.0 0.0
0.0 0.0 0.1
0.0 0.0 0.0
0.1 0.2 0.0
-0.1 -0.1 0.0
0.0 -0.1 -0.1
0.0 -0.2 0.1
0.0 -0.1 0.0
0.0 0.0 0.0
-0.1 -0.1 0.0
0.0 0.0 0.1
-0.4 0.0 -0.2
-0.1 0.0 0.0
0.0 -0.1 0.0
0.0 0.0 0.0
-0.1 -0.1 0.0
0.0 0.0 0.1
0.0 -0.2 0.0
0.0 0.1 0.1
0.1 0.0 0.1
0.0 0.0 0.0
-0.1 -0.1 0.1
-0.1 0.1 -0.1
-0.2 0.2 0.1
0.1 -0.1 0.0
0.1 0.0 0.0
0.1 -0.1 0.0
0.0 0.0 -0.1
0.0 0.0 0.0
0.1 -0.1 0.0
0.0 0.1 0.0
0.0 0.1 0.1
0.0 0.0 0.1
0.0 0.0 0.0
0.0 0.0 0.0
0.0 0.0 0.0
0.0 0.0 0.0
0.0 -0.1 0.0
0.0 0.0 0.0
0.0 0.0 -0.1
0.1 0.1 0.1
-0.1 -0.1 0.0
0.0 0.0 0.0
0.0 0.0 0.0
0.0 0.0 0.0
0.0 0.0 0.0
0.0 -0.1 0.0
0.0 0.0 0.0
0.0 -0.1 -0.1
0.0 0.1 -0.1
0.0 0.0 0.1
0.0 0.0 0.0
0.0 0.0 0.0
0.0 0.0 0.0
0.0 0.0 0.0
0.0 0.0 0.1
0.0 0.0 0.0

As for the spin multiplicity: 1. As for the highest occupied orbital energy: -8.36 eV. The LUMO energy comes out at 0.457 eV.

---

Question: What is the spin multiplicity in the second record?
Answer: 1

---

Question: spin multiplicity of number 2 (C27H58HfNP3)?
Answer: 1

---

Question: Which formula does entry 3 have?
Answer: C27H58N2O7